Entry 1:
The following is a DFT calculation (ωB97M-V with the def2-TZVPD basis set) of 2 unconnected molecules or ions with the total composition BrClFP.

```
4
Properties=species:S:1:pos:R:3:lowdin_charge:R:1
Br -2.1086 0.2774 -0.1232 0.34
Cl 2.1783 1.3414 -0.0558 -0.36
P -0.2596 -0.3360 0.6963 0.46
F 0.1899 -1.2828 -0.5173 -0.44
```

total charge: 0
HOMO-LUMO gap (spin up / spin down): 0.266 / 0.240 Ha
LUMO energy (spin up / spin down): -2.8 / -3.1 eV
calculated total energy: -94570.747 eV
HOMO level (spin up / spin down): -10.003 / -9.600 eV
energy above the lowest of the compared OMol25 structures with the same formula, charge and spin: 238.2 kJ/mol

Entry 2:
The following is a DFT calculation (ωB97M-V with the def2-TZVPD basis set) of BrClH4Si2 in the gas phase.

```
8
Properties=species:S:1:pos:R:3:lowdin_charge:R:1
Br 3.3666 -0.8673 -0.0627 0.23
Cl 2.3626 2.4192 -0.1711 0.21
Si 1.7628 0.5901 0.4825 -0.45
Si -0.2499 -0.0798 -0.4561 0.45
H -0.1794 -0.1328 -1.9168 -0.11
H 1.9035 0.6028 1.9350 -0.10
H -1.2977 0.8632 -0.0624 -0.12
H -0.5903 -1.4093 0.0490 -0.11
```

total charge: 0
structure (SMILES): [SiH3][Si@H](Cl)Br
HOMO-LUMO gap: 0.401 Ha
LUMO energy: 0.6 eV
calculated total energy: -98386.939 eV
HOMO level: -10.292 eV
energy above the lowest of the compared OMol25 structures with the same formula, charge and spin: 0.0 kJ/mol

Entry 3:
The following is a DFT calculation (ωB97M-V with the def2-TZVPD basis set) of 2 unconnected molecules or ions with the total composition BrClHOP.

```
5
Properties=species:S:1:pos:R:3:lowdin_spin:R:1
Br -0.5102 -2.5227 1.6493 0.43
Cl -0.2607 2.9413 -0.5176 0.00
P -0.3439 -1.5691 -0.4243 0.93
O 0.7065 -0.5803 -0.1801 0.64
H 0.4083 1.7308 -0.5273 0.00
```

total charge: 0
HOMO-LUMO gap (spin up / spin down): 0.299 / 0.256 Ha
LUMO energy (spin up / spin down): 0.0 / -4.5 eV
calculated total energy: -93915.312 eV
2S+1: 3
HOMO level (spin up / spin down): -8.162 / -11.459 eV
energy above the lowest of the compared OMol25 structures with the same formula, charge and spin: 0.0 kJ/mol

Entry 4:
The following is a DFT calculation (ωB97M-V with the def2-TZVPD basis set) of a molecular structure, BrCo.

```
2
Properties=species:S:1:pos:R:3:lowdin_spin:R:1
Br -0.8205 0.7717 -0.5926 0.51
Co 0.8205 -0.7717 0.5926 2.49
```

total charge: +1
HOMO-LUMO gap (spin up / spin down): 0.302 / 0.229 Ha
LUMO energy (spin up / spin down): -7.8 / -9.6 eV
calculated total energy: -107658.173 eV
2S+1: 4
HOMO level (spin up / spin down): -16.037 / -15.853 eV
energy above the lowest of the compared OMol25 structures with the same formula, charge and spin: 48.8 kJ/mol

no.,F_max (eV/Å)
1,3.06
2,0.78
3,3.25
4,2.38